#P
DFT (ωB97M-V/def2-TZVPD) results for one molecule with the formula C5H9NO3S.

As for the SMILES: CC1(C(=O)S(N)(=O)=O)CC1. The highest occupied orbital energy is -9.72 eV. The LUMO energy comes out at 0.0159 Ha. The frontier orbital gap is 10.15 eV.

Structure (ORCA input):
```
! RIJCOSX wB97M-V def2-TZVPD def2/J DEFGRID3
* xyz 0 1
C 1.11 -1.28 0.00
C 0.56 0.18 0.22
C -1.04 0.37 0.30
O -1.71 1.14 0.86
S -2.07 -1.18 -0.51
N -3.67 -0.96 0.04
O -2.02 -1.16 -1.96
O -1.73 -2.44 0.16
C 1.21 1.32 0.89
C 1.05 1.35 -0.60
H 0.62 -1.77 -0.82
H 1.00 -1.75 0.96
H 2.11 -1.17 -0.25
H -3.59 -0.92 0.98
H -4.11 -0.18 -0.50
H 2.25 1.50 1.18
H 0.62 1.97 1.48
H 0.29 2.02 -1.01
H 1.86 1.21 -1.31
*
```

=====

#Q
DFT (ωB97M-V/def2-TZVPD) results for a 2-piece molecular cluster, C5H9NO3S overall.

The highest occupied orbital energy is -8.76 eV. The LUMO energy comes out at 0.0289 Ha. The frontier orbital gap is 9.54 eV.

Structure (ORCA input):
```
! RIJCOSX wB97M-V def2-TZVPD def2/J DEFGRID3
* xyz 0 1
C -0.42 2.98 0.19
C -1.28 -1.23 -1.47
C -0.87 -2.04 -0.51
C 0.28 1.65 0.10
C 0.59 -1.29 1.45
N 1.08 1.64 -0.95
O -0.02 3.74 1.21
O -1.27 3.28 -0.61
O 1.67 -1.23 -0.98
S 0.90 -2.20 -0.13
H -2.31 -0.90 -1.63
H -0.53 -0.82 -2.10
H -1.41 -2.32 0.30
H 0.55 -0.20 1.43
H 1.41 -1.38 2.10
H -0.32 -1.55 2.03
H 1.31 2.30 -1.70
H -0.46 4.57 1.15
H 1.49 0.69 -1.07
*
```

=====

Q: Which of them is the least stable? A: #Q.

=====

#P
DFT (ωB97M-V/def2-TZVPD) results for a 2-piece molecular cluster, C3H12N2S overall.

As for the SMILES: CCS.NCN. The highest occupied orbital energy is -8.55 eV. The LUMO energy comes out at 0.0313 Ha. The frontier orbital gap is 9.40 eV.

Structure (ORCA input):
```
! RIJCOSX wB97M-V def2-TZVPD def2/J DEFGRID3
* xyz 0 1
C -2.16 0.56 -1.42
C -2.73 -0.02 -0.17
S -1.84 -0.10 1.46
H -1.64 1.47 -1.25
H -1.73 -0.14 -2.10
H -3.08 0.82 -1.92
H -2.96 -1.10 -0.32
H -3.72 0.38 0.10
H -0.81 0.86 1.49
N 1.14 -0.44 0.24
C 2.61 -0.21 -0.04
N 3.32 0.22 1.17
H 0.83 -1.11 -0.51
H 0.98 -0.87 1.18
H 2.54 0.57 -0.82
H 3.02 -1.13 -0.55
H 3.45 -0.61 1.72
H 2.79 0.85 1.70
*
```

=====

#Q
DFT (ωB97M-V/def2-TZVPD) results for a 2-piece molecular cluster, C3H12N2S overall.

As for the SMILES: CSC.NCN. The highest occupied orbital energy is -8.46 eV. The LUMO energy comes out at 0.0335 Ha. The frontier orbital gap is 9.38 eV.

Structure (ORCA input):
```
! RIJCOSX wB97M-V def2-TZVPD def2/J DEFGRID3
* xyz 0 1
C 1.61 1.19 -0.32
S 1.94 -0.48 0.24
C 1.49 -1.42 -1.29
H 2.35 1.61 -1.01
H 0.75 1.15 -0.95
H 1.38 1.90 0.50
H 2.17 -2.37 -1.38
H 1.71 -0.74 -2.16
H 0.47 -1.74 -1.17
N -2.95 0.18 1.58
C -2.21 0.82 0.50
N -1.49 0.22 -0.64
H -2.49 -0.71 1.85
H -3.92 -0.09 1.33
H -1.47 1.48 0.97
H -2.99 1.60 0.02
H -2.24 0.01 -1.28
H -0.99 -0.64 -0.57
*
```

=====

Q: Which of them is the least stable? A: #P.

=====

#P
DFT (ωB97M-V/def2-TZVPD) results for a 2-piece molecular cluster, C5H4INO overall.

As for the SMILES: N#CC(I)=C=O.C=C. The highest occupied orbital energy is -9.59 eV. The LUMO energy comes out at -0.0613 Ha. The frontier orbital gap is 7.93 eV.

Structure (ORCA input):
```
! RIJCOSX wB97M-V def2-TZVPD def2/J DEFGRID3
* xyz 0 1
N 1.16 -2.61 1.39
C 1.62 -1.68 0.89
C 1.80 -0.65 0.01
I 2.19 1.31 0.86
C 1.93 -0.66 -1.28
O 1.95 -0.44 -2.41
C -2.05 0.16 -0.01
C -1.60 1.38 0.20
H -1.40 -0.67 0.38
H -2.72 0.10 -0.80
H -0.83 1.40 0.91
H -2.06 2.35 -0.14
*
```

=====

#Q
DFT (ωB97M-V/def2-TZVPD) results for C5H4INO as an isolated structure.

The highest occupied orbital energy is -9.33 eV. The LUMO energy comes out at -0.0024 Ha. The frontier orbital gap is 9.27 eV.

Structure (ORCA input):
```
! RIJCOSX wB97M-V def2-TZVPD def2/J DEFGRID3
* xyz 0 1
C 1.44 -0.60 0.17
C -1.13 1.41 -0.93
C -0.65 1.56 -2.13
C -0.26 -1.67 1.54
C 0.45 -0.62 1.22
N 2.35 -0.54 -0.58
O -1.41 1.01 0.12
I 0.82 1.07 2.45
H -0.89 2.23 -2.93
H 0.10 0.79 -2.19
H -0.71 -2.07 2.43
H -0.12 -2.58 0.82
*
```

=====

Q: Which of them is the least stable? A: #P.

=====

#P
DFT (ωB97M-V/def2-TZVPD) results for a 2-piece molecular cluster, C4H11S overall.

The highest occupied orbital energy is -2.23 eV. The LUMO energy comes out at 0.1512 Ha. The frontier orbital gap is 6.34 eV.

Structure (ORCA input):
```
! RIJCOSX wB97M-V def2-TZVPD def2/J DEFGRID3
* xyz -1 1
C 2.07 0.90 0.73
C 2.36 0.46 -0.70
H 2.96 1.00 1.35
H 1.32 0.26 1.18
H 1.57 1.87 0.67
H 2.91 -0.47 -0.80
H 1.40 0.45 -1.21
H 2.89 1.26 -1.24
C -2.39 -1.45 0.22
C -2.14 -0.06 -0.35
S -1.44 1.05 0.91
H -2.64 -2.26 -0.48
H -2.98 -1.43 1.13
H -1.42 -1.78 0.59
H -3.03 0.35 -0.84
H -1.41 -0.15 -1.17
*
```

=====

#Q
DFT (ωB97M-V/def2-TZVPD) results for a 2-piece molecular cluster, C4H11S overall.

The highest occupied orbital energy is -1.99 eV. The LUMO energy comes out at 0.1352 Ha. The frontier orbital gap is 5.67 eV.

Structure (ORCA input):
```
! RIJCOSX wB97M-V def2-TZVPD def2/J DEFGRID3
* xyz -1 1
C 2.79 -0.57 0.18
S 2.25 -1.70 1.53
H 2.32 -0.97 -0.76
H 3.94 -0.67 0.21
H 2.69 0.51 0.25
C -0.06 -0.17 -0.06
C -1.31 0.32 -0.67
C -2.35 0.85 0.41
H -0.29 -0.86 0.81
H 0.42 -0.79 -0.84
H 0.59 0.55 0.14
H -1.20 1.03 -1.52
H -1.79 -0.57 -1.25
H -3.29 1.31 -0.12
H -1.79 1.72 0.82
H -2.92 0.01 0.89
*
```

=====

Q: Which of them is the least stable? A: #Q.

=====

#P
DFT (ωB97M-V/def2-TZVPD) results for a 2-piece molecular cluster, C4H11S overall.

The highest occupied orbital energy is -2.67 eV. The LUMO energy comes out at 0.1527 Ha. The frontier orbital gap is 6.82 eV.

Structure (ORCA input):
```
! RIJCOSX wB97M-V def2-TZVPD def2/J DEFGRID3
* xyz -1 1
C -0.06 0.55 -1.45
C -0.80 -0.19 -0.34
C -0.17 -1.53 0.02
C -0.91 0.74 0.89
H -0.52 1.51 -1.67
H 0.97 0.70 -1.10
H -0.01 -0.07 -2.36
H -1.83 -0.42 -0.69
H -0.69 -2.00 0.87
H 0.87 -1.35 0.29
H -0.21 -2.21 -0.84
H -1.39 1.66 0.55
H -1.48 0.24 1.67
H 0.10 0.98 1.30
S 2.41 0.64 1.56
H 3.72 0.73 1.30
*
```

=====

#Q
DFT (ωB97M-V/def2-TZVPD) results for a 2-piece molecular cluster, C4H11S overall.

The highest occupied orbital energy is -1.95 eV. The LUMO energy comes out at 0.1225 Ha. The frontier orbital gap is 5.28 eV.

Structure (ORCA input):
```
! RIJCOSX wB97M-V def2-TZVPD def2/J DEFGRID3
* xyz -1 1
C 3.01 -1.09 0.87
S 4.44 -0.93 -0.26
H 2.97 -2.14 1.18
H 2.06 -0.90 0.35
H 2.98 -0.44 1.76
C -0.76 1.08 0.56
C -2.03 0.70 -0.24
C -1.68 -0.32 -1.30
H -0.58 2.16 0.41
H -0.61 1.06 1.65
H 0.15 0.73 0.07
H -2.79 0.35 0.47
H -2.39 1.62 -0.70
H -2.43 -0.41 -2.10
H -1.61 -1.34 -0.91
H -0.73 -0.15 -1.81
*
```

=====

Q: Which of them is the least stable? A: #Q.

=====

#P
DFT (ωB97M-V/def2-TZVPD) results for a 5-piece molecular cluster, H10O5 overall.

As for the SMILES: O.O.O.O.O. The highest occupied orbital energy is -10.84 eV. The LUMO energy comes out at 0.0124 Ha. The frontier orbital gap is 11.18 eV.

Structure (ORCA input):
```
! RIJCOSX wB97M-V def2-TZVPD def2/J DEFGRID3
* xyz 0 1
O 0.96 -2.18 -1.33
H 1.91 -2.29 -1.26
H 0.77 -1.31 -0.93
O -0.37 -2.02 2.81
H -0.56 -1.14 3.14
H 0.57 -2.14 2.96
O -0.56 -0.16 -0.22
H -1.09 0.60 0.06
H -0.76 -0.86 0.43
O -0.86 2.49 0.72
H -0.77 3.41 0.98
H -0.40 2.42 -0.12
O 0.77 0.99 -2.44
H 0.13 0.53 -1.87
H 0.25 1.65 -2.92
*
```

=====

#Q
DFT (ωB97M-V/def2-TZVPD) results for a 5-piece molecular cluster, H10O5 overall.

As for the SMILES: O.O.O.O.O. The highest occupied orbital energy is -11.27 eV. The LUMO energy comes out at 0.0183 Ha. The frontier orbital gap is 11.77 eV.

Structure (ORCA input):
```
! RIJCOSX wB97M-V def2-TZVPD def2/J DEFGRID3
* xyz 0 1
O 0.20 -0.53 0.11
H -0.38 -0.06 0.69
H 0.98 -0.76 0.63
O 1.34 0.82 2.49
H 1.61 1.13 3.39
H 0.90 1.55 2.07
O -2.01 -0.09 -1.45
H -1.15 -0.50 -1.24
H -2.08 -0.05 -2.40
O 0.06 -3.51 -1.93
H -0.04 -3.69 -0.97
H 0.24 -2.52 -1.92
O 0.19 2.62 0.53
H 0.03 3.52 0.25
H 0.11 2.07 -0.24
*
```

=====

#R
DFT (ωB97M-V/def2-TZVPD) results for a 5-piece molecular cluster, H10O5 overall.

As for the SMILES: O.O.O.O.O. The highest occupied orbital energy is -11.05 eV. The LUMO energy comes out at 0.0228 Ha. The frontier orbital gap is 11.67 eV.

Structure (ORCA input):
```
! RIJCOSX wB97M-V def2-TZVPD def2/J DEFGRID3
* xyz 0 1
O 0.70 -0.05 1.94
H 0.53 0.77 2.36
H 1.45 -0.03 1.19
O 2.55 0.14 -0.24
H 3.10 0.89 0.07
H 2.04 0.72 -0.76
O 0.38 0.90 -1.67
H -0.02 0.51 -2.45
H -0.33 1.12 -0.99
O -1.91 -0.19 -1.34
H -2.67 0.50 -1.49
H -2.12 -0.36 -0.43
O -1.66 -1.00 1.26
H -1.66 -1.87 1.71
H -0.79 -0.71 1.20
*
```

=====

Q: Which of them is the least stable? A: #R.